Molecular formula: C2H3NO2S
Method: DFT, ωB97M-V/def2-TZVPD

Structure (XYZ):
```
9
Properties=species:S:1:pos:R:3:lowdin_charge:R:1
C -1.1540 -0.2732 -0.3413 -0.39
C 1.5085 -0.4192 0.1337 -0.50
H -0.5968 -1.2851 -0.9695 0.21
H -1.2427 1.9945 0.7929 0.27
H 0.6298 -1.2205 0.4810 0.12
N -0.5053 1.0447 0.2608 -0.55
O -2.2584 -0.4440 -0.0518 0.05
O 2.6934 -0.6993 -0.0264 -0.06
S 0.9255 1.3022 -0.2793 0.84
```

- 2S+1 = 1
- LUMO (hartree) = -0.010
- ΔE to the lowest compared entry with this formula, charge and spin (kcal per mole) = 120.3
- frontier orbital gap (Ha) = 0.3066
- F_max (eV Å⁻¹) = 7.6
- HOMO level (hartree) = -0.3169